(1)
{
  "formula": "C5H6O",
  "method": "ωB97M-V with the def2-TZVPD basis set",
  "multiplicity": 1,
  "homo_energy_ev": [-8.212, -8.447],
  "symbols": ["C", "C", "C", "C", "C", "O", "H", "H", "H", "H", "H", "H"],
  "coordinates": [[0.80134, -1.17796, 0.03798], [1.78779, -0.30450, -0.00036], [-0.60072, -0.66152, 0.02637], [-0.72773, 0.79455, 0.11044], [2.31821, 0.95294, 0.03404], [3.18646, -0.17951, 0.02095], [0.96178, -2.24296, 0.06208], [-1.13366, -1.04299, -0.85412], [-1.12292, -1.12178, 0.88683], [-1.67558, 1.25140, -0.10410], [0.02955, 1.39081, 0.57753], [2.43973, 1.81010, -0.58702]],
  "atomic_forces_ev_per_a": [[0.43, 0.24, -0.19], [-0.60, -0.77, 0.18], [-0.31, -0.59, 0.16], [-0.34, 0.30, -0.06], [0.89, -0.09, 0.24], [-0.20, 0.23, -0.05], [0.20, -0.09, 0.01], [0.01, 0.01, 0.04], [-0.06, 0.03, -0.12], [-0.19, 0.13, -0.05], [0.08, 0.19, 0.14], [0.08, 0.41, -0.31]]
}

(2)
{
  "formula": "C3H6NO",
  "method": "ωB97M-V with the def2-TZVPD basis set",
  "multiplicity": 1,
  "total_charge": 1,
  "homo_energy_ev": [-14.500, -12.267],
  "symbols": ["C", "C", "C", "N", "O", "H", "H", "H", "H", "H", "H"],
  "coordinates": [[-3.04363, 0.27067, 0.76163], [0.18095, 0.35233, 0.77391], [2.24090, -0.43412, -0.05098], [-2.65179, 0.10954, -0.30315], [1.10293, 0.55752, -0.02967], [3.03392, 0.02159, -0.73107], [1.95416, -1.40520, -0.51383], [2.82760, -0.54223, 0.80486], [-0.77337, 1.06619, 1.06469], [-1.70577, 0.28288, -0.61105], [-3.16592, -0.27918, -1.16537]],
  "atomic_forces_ev_per_a": [[-3.22, 1.88, 9.60], [-0.80, -0.86, 0.83], [1.46, -0.01, -3.87], [2.05, -2.39, -11.07], [-0.08, 0.52, 0.90], [-1.57, -0.25, 0.41], [-0.38, 0.92, 0.63], [-0.33, 0.03, 2.28], [1.60, -0.34, -0.88], [1.17, 0.14, -0.20], [0.11, 0.35, 1.38]]
}

(3)
{
  "formula": "C7H16O",
  "method": "ωB97M-V with the def2-TZVPD basis set",
  "multiplicity": 1,
  "homo_energy_ev": -9.180,
  "symbols": ["C", "C", "C", "C", "C", "C", "C", "H", "H", "H", "H", "H", "H", "H", "H", "H", "H", "H", "H", "H", "H", "O", "H", "H"],
  "coordinates": [[-0.71978, 3.96574, 1.71675], [-1.15712, 2.56483, 1.25794], [-0.19346, 1.68411, 1.29746], [-0.30791, 0.22497, 0.73281], [0.67464, 0.11699, -0.55659], [1.95049, -0.63320, -0.30969], [1.93248, -2.20760, -0.46554], [0.38775, 3.99826, 1.95942], [-1.30553, 4.32370, 2.56925], [-0.96299, 4.69194, 0.89839], [-2.07345, 2.44864, 0.70377], [0.69816, 1.94237, 1.79199], [-1.40229, -0.00716, 0.45037], [0.08622, -0.49657, 1.52898], [0.13320, -0.17685, -1.43581], [0.73520, 1.20717, -0.73407], [2.53362, -0.45548, 0.64284], [2.67622, -0.12632, -1.03009], [1.80632, -2.37479, -1.53729], [2.89979, -2.62745, -0.34862], [1.14842, -2.57629, 0.13159], [-3.22149, -4.71773, -3.13216], [-2.97252, -5.27068, -2.41303], [-3.34597, -5.49858, -3.71869]],
  "atomic_forces_ev_per_a": [[-0.49, 0.42, -0.58], [1.22, 2.30, 0.07], [-1.32, -3.74, -0.88], [0.18, -0.09, 0.01], [-2.00, 1.52, 2.37], [3.03, 0.13, -0.44], [0.13, 2.97, -2.21], [-1.45, 0.01, -0.31], [0.18, -0.08, 0.10], [0.50, -0.44, 0.59], [-0.34, -0.20, 0.21], [1.22, 0.12, 0.40], [1.72, 0.29, 0.61], [-0.87, 0.77, -1.03], [-0.23, -0.92, -0.35], [1.19, -0.49, -0.27], [-1.39, 0.37, -0.43], [-0.54, -1.22, 0.42], [-0.86, -0.35, 0.03], [0.81, -0.39, 1.07], [-0.72, -0.99, 0.63], [-0.35, -1.26, -1.46], [0.57, 0.03, 1.92], [-0.22, 1.23, -0.46]]
}

(4)
{
  "formula": "CH7NO2",
  "method": "ωB97M-V with the def2-TZVPD basis set",
  "multiplicity": 2,
  "s_squared": 0.759,
  "total_charge": -1,
  "homo_energy_ev": [-4.059, -3.450],
  "symbols": ["N", "C", "O", "H", "H", "H", "H", "H", "H", "H", "O"],
  "coordinates": [[0.91011, 0.85190, -0.50320], [-0.00639, 0.26132, 0.45472], [-0.83602, 0.29569, -2.32798], [-0.58876, 0.96659, 1.04342], [0.52544, 0.75381, -1.47012], [0.49340, -0.45967, 1.21998], [-0.48102, -0.44366, -0.20748], [-1.17734, 0.09207, -3.20323], [1.31145, 1.75084, -0.27960], [0.14546, -1.91384, 3.17313], [-0.00885, -1.34554, 2.41554]],
  "atomic_forces_ev_per_a": [[-0.88, 0.00, 1.66], [2.16, 0.62, -2.44], [0.13, 0.10, 0.18], [-0.03, -0.14, 0.16], [-0.23, -0.42, -0.55], [0.16, -0.14, 0.67], [-1.20, -0.24, 0.34], [0.20, 0.07, -0.04], [-0.10, 0.05, 0.10], [0.83, -0.12, 0.09], [-1.05, 0.22, -0.15]]
}

(5)
{
  "formula": "Cl3Hg4O12",
  "method": "ωB97M-V with the def2-TZVPD basis set",
  "multiplicity": 1,
  "total_charge": 5,
  "homo_energy_ev": -23.816,
  "symbols": ["Hg", "Hg", "Hg", "Hg", "Cl", "O", "O", "O", "O", "Cl", "O", "O", "O", "O", "Cl", "O", "O", "O", "O"],
  "coordinates": [[-1.97521, -0.56791, -1.77170], [-0.50338, 3.83713, 4.22272], [3.61543, 0.15029, 2.81841], [0.82306, 3.53567, -2.36048], [0.13046, 1.50944, 1.05565], [-0.95811, 0.59018, 0.70985], [1.23108, 0.79834, 1.65545], [0.70189, 2.19345, -0.11325], [-0.49590, 2.46390, 1.98192], [-1.29652, -2.97974, 1.00234], [-1.92607, -4.18806, 1.46450], [0.00941, -3.41757, 0.62912], [-2.09587, -2.43887, -0.10721], [-1.27908, -2.04112, 2.03253], [0.85596, 0.04463, -2.65541], [1.84424, 0.80100, -1.92942], [0.37480, -1.09339, -1.96098], [-0.23636, 0.99828, -2.61413], [1.18017, -0.19563, -4.05993]],
  "atomic_forces_ev_per_a": [[0.74, -0.92, 0.72], [-0.27, -0.16, -0.23], [0.30, -0.37, 0.02], [-0.03, -1.89, 0.20], [-1.00, -0.98, -0.39], [1.58, 1.03, -0.35], [-0.28, 0.20, 0.32], [-0.74, 0.51, 0.46], [0.50, 0.61, 0.35], [-1.28, -1.14, -0.86], [-0.10, -0.01, -0.10], [0.35, 0.33, -0.43], [0.42, 0.39, -0.89], [0.46, 1.26, 1.41], [4.49, 0.57, -5.74], [1.35, -0.52, 0.16], [-0.86, -1.84, 1.33], [-5.10, 2.82, 0.26], [-0.50, 0.10, 3.74]]
}

(6)
{
  "formula": "C4H6N2O",
  "method": "ωB97M-V with the def2-TZVPD basis set",
  "multiplicity": 1,
  "homo_energy_ev": -7.636,
  "symbols": ["C", "C", "N", "C", "N", "C", "O", "H", "H", "H", "H", "H", "H"],
  "coordinates": [[1.74552, 0.12413, -1.26437], [0.57864, 0.20475, -0.37221], [0.61382, 1.06262, 0.62634], [-0.56278, 0.97999, 1.32765], [-1.30645, 0.00116, 0.83802], [-0.54075, -0.57502, -0.17241], [-0.85212, -1.71810, -0.61956], [1.82805, 1.18736, -1.62558], [1.53050, -0.52172, -2.12570], [2.64818, -0.35508, -0.77066], [1.18511, 1.89034, 0.37986], [-0.87764, 1.53499, 2.27094], [-1.97258, -1.84069, -0.53487]],
  "atomic_forces_ev_per_a": [[0.35, -0.18, -0.62], [-0.61, -3.83, -1.48], [0.31, 3.56, 1.45], [-1.25, 0.16, 0.83], [1.18, -0.01, 0.42], [0.55, 4.63, 2.47], [-5.67, -4.39, -2.10], [0.99, -1.09, 0.03], [-0.04, 0.34, 0.12], [-0.77, 1.13, -0.50], [-0.68, -0.40, 1.38], [0.86, -0.48, -1.77], [4.79, 0.58, -0.23]]
}

> Number 6 is which compound?

C4H6N2O